(1)
A cluster of 6 separate species, C16H38NO17S4 in total at a distorted geometry, computed with the ωB97M-V functional and the def2-TZVPD basis.

HOMO, Eh: -0.1736
Energy above the lowest of the compared OMol25 structures with the same formula, charge and spin, kcal/mol: 9.3
Total energy, eV: -96842.29749
Orbital gap, eV: 6.89
Net charge: -1
F_max, eV/A: 2.6
Spin multiplicity: 1

Geometry as XYZ:
```
76
Properties=species:S:1:pos:R:3:forces:R:3:mulliken_charge:R:1
N -17.049998 -6.102538 3.473258 1.314 -1.199 1.951 0.74
O -17.019888 -5.037552 4.152057 -0.299 -0.408 -0.935 -0.61
O -16.586043 -6.129754 2.302593 -0.608 0.325 -0.240 -0.71
O -17.359175 -7.185343 4.048707 -0.145 1.234 -1.247 -0.37
O -20.327149 -7.216898 4.234195 -0.316 0.756 0.245 -0.43
C -21.356410 -7.459268 3.702838 0.410 -1.480 -0.693 0.20
O -22.284156 -6.539356 3.293546 -0.545 0.489 0.420 -0.25
C -23.284423 -7.163857 2.476036 0.430 -0.078 -0.885 -0.44
C -23.250269 -8.635955 2.814819 0.377 -0.957 -0.156 -0.66
C -21.796610 -8.865682 3.243183 -1.120 1.103 0.740 0.39
H -22.947517 -6.990713 1.447923 -0.128 -0.183 -0.118 0.26
H -24.275532 -6.718129 2.539637 0.188 0.321 0.602 0.35
H -23.499276 -9.305399 1.989301 -0.225 0.316 -0.157 0.31
H -23.906013 -8.917919 3.639566 -0.120 0.341 0.019 0.28
H -21.148944 -9.190677 2.436647 0.169 -0.294 0.211 -0.33
H -21.812442 -9.504114 4.120729 0.757 -0.334 -0.237 0.32
O -19.613952 -3.706446 5.193394 -0.467 1.256 -0.590 -0.47
S -20.286480 -2.562754 4.624099 -0.218 -1.734 0.106 1.17
O -20.820275 -1.539728 5.475673 0.129 0.050 -0.266 -0.68
O -19.364495 -1.806010 3.563379 -0.830 -0.405 0.521 -0.37
C -18.444650 -2.591047 2.765993 0.752 0.674 -0.948 0.24
C -17.071434 -1.966227 3.046730 -0.390 -0.926 0.391 -1.24
C -21.648526 -3.142906 3.553899 0.581 1.127 0.435 -0.83
H -18.712592 -2.462411 1.710711 -0.258 0.236 0.147 0.28
H -18.510200 -3.658276 2.969840 0.280 0.089 0.506 0.05
H -16.334866 -2.196662 2.278615 -0.052 -0.210 0.043 0.37
H -16.776614 -2.411050 3.998495 0.422 0.181 -0.074 0.21
H -17.146956 -0.886153 3.154878 -0.172 0.038 -0.094 0.38
H -22.359343 -3.764496 4.087490 0.276 -0.122 0.242 0.31
H -21.262802 -3.645233 2.671911 0.097 -0.047 0.063 0.21
H -22.107818 -2.182214 3.316741 -0.202 -0.209 -0.372 0.40
O -19.292237 -11.313179 3.460565 0.771 -0.180 0.623 -0.66
S -18.093346 -10.905170 4.185154 -0.265 0.972 -1.817 1.14
O -18.186200 -9.788771 5.069559 0.256 -1.156 0.181 -0.53
O -17.503111 -12.179199 4.957536 -0.126 0.563 -0.068 -0.29
C -17.595096 -13.473641 4.333598 0.113 -0.335 -0.038 -0.28
C -18.747749 -14.194638 4.982442 0.118 -1.051 1.023 -1.10
C -16.798611 -10.590316 2.925645 -1.953 0.333 1.244 -0.19
H -16.604879 -13.894095 4.515786 -0.211 -0.356 0.141 0.37
H -17.724186 -13.463425 3.248617 -0.079 0.589 0.051 0.27
H -19.665860 -13.626300 4.864684 -0.015 -0.010 -0.027 0.25
H -18.536346 -14.362445 6.044698 -0.079 0.695 0.095 0.29
H -18.908696 -15.242792 4.705020 0.106 0.273 -0.868 0.38
H -17.314332 -9.852758 2.313163 0.251 0.053 -0.151 -0.24
H -16.698927 -11.516424 2.371319 0.603 0.048 0.003 0.40
H -15.987231 -10.112332 3.466534 0.401 -0.382 -0.249 0.22
O -13.843359 -8.911819 5.169221 -0.231 1.047 0.827 -0.68
S -14.181564 -7.642419 5.797040 -0.152 -0.027 -0.934 1.30
O -15.529052 -7.387535 6.236294 1.381 -0.458 0.222 -0.60
O -13.120424 -7.380748 7.016762 -0.508 0.346 -0.974 -0.31
C -13.490027 -7.700025 8.339207 -0.384 -0.603 1.510 -0.24
C -12.671653 -8.918678 8.789850 -0.283 -0.286 0.575 -1.06
C -13.670733 -6.299129 4.687394 -0.876 0.015 0.777 -0.80
H -14.552837 -7.932869 8.459459 0.014 -0.006 -0.595 0.25
H -13.388125 -6.823302 8.986783 0.580 0.063 -0.318 0.35
H -11.745953 -8.984056 8.224556 -0.100 -0.165 -0.203 0.28
H -13.294777 -9.809867 8.690048 0.317 -0.119 -0.597 0.26
H -12.385367 -8.981966 9.845772 -0.133 0.708 0.019 0.36
H -14.444819 -5.544143 4.844429 -0.125 -0.082 -0.217 0.19
H -13.740974 -6.690896 3.677989 0.129 0.018 -0.027 0.30
H -12.726462 -5.829604 4.945322 0.243 -0.538 -0.008 0.39
O -17.643800 -9.763890 -2.511985 0.333 0.223 0.317 -0.63
S -18.390256 -9.756076 -1.295521 -1.700 0.784 0.930 1.07
O -18.056618 -10.622457 -0.184216 -0.168 0.858 -0.979 -0.51
O -18.525509 -8.206051 -0.804117 0.265 -1.438 -1.438 -0.49
C -18.955556 -7.885781 0.520308 0.419 0.531 1.628 1.21
C -19.438489 -6.441104 0.581730 0.463 -0.065 -0.536 -1.08
C -20.116930 -10.059346 -1.792161 0.822 -0.128 0.449 -0.83
H -18.072504 -7.969656 1.158606 -0.209 -0.065 0.204 -0.19
H -19.740566 -8.530870 0.923160 0.086 -0.403 -0.513 -0.24
H -20.041035 -6.218517 -0.302507 -0.200 0.065 0.152 0.44
H -18.582770 -5.765923 0.604748 0.026 -0.036 -0.076 0.29
H -19.991221 -6.261529 1.503202 -0.102 -0.142 -0.019 0.02
H -20.075080 -11.045768 -2.249158 -0.241 -0.038 0.046 0.36
H -20.448287 -9.313299 -2.507666 0.281 0.074 -0.052 0.32
H -20.759013 -10.040666 -0.914855 0.074 -0.139 0.057 0.21
```
Forces are in eV/Å.

=====

(2)
A structure of composition C24H25IN6O2RhS, computed with the ωB97M-V functional and the def2-TZVPD basis.

HOMO, Eh: -0.3874
Energy above the lowest of the compared OMol25 structures with the same formula, charge and spin, kcal/mol: 0.0
Total energy, eV: -60269.57861
Orbital gap, eV: 7.17
Net charge: +1
F_max, eV/A: 0.5
Spin multiplicity: 1

Geometry as XYZ:
```
60
Properties=species:S:1:pos:R:3:forces:R:3:mulliken_charge:R:1
Rh -0.178894 0.712325 0.154590 -0.274 0.373 0.014 -0.24
C 4.386692 -0.889056 4.739694 -0.001 -0.007 -0.018 -1.37
C 3.969789 -0.279782 3.414558 0.019 0.005 -0.001 -0.17
N 2.568891 -0.585773 3.146344 -0.023 0.025 -0.024 -0.13
C 1.846198 -0.001933 2.188450 0.023 0.007 0.052 0.47
S 0.163126 -0.504769 2.072995 0.275 -0.156 -0.046 -0.44
N 2.446477 0.906023 1.440565 -0.010 0.036 0.087 -1.23
N 1.643196 1.430215 0.485110 -0.009 -0.063 -0.001 1.17
C 2.083090 2.326097 -0.333231 0.005 -0.031 -0.033 0.70
C 3.459848 2.891429 -0.259365 -0.004 -0.004 -0.009 -1.76
C 1.145961 2.705870 -1.412126 0.017 -0.033 0.007 0.71
C 1.447785 3.654964 -2.375470 0.016 0.011 -0.007 -0.88
C 0.524876 3.922021 -3.376090 -0.016 -0.007 0.002 -0.48
C -0.676629 3.235098 -3.397254 0.024 -0.004 0.012 -0.97
C -0.916066 2.298352 -2.405705 0.003 0.019 -0.057 -0.24
N -0.034047 2.047946 -1.446166 0.080 -0.047 -0.008 0.53
H 5.457029 -0.759922 4.889660 -0.004 0.019 0.012 0.38
H 4.179259 -1.960816 4.762016 0.019 -0.003 -0.006 0.37
H 3.865090 -0.417164 5.572266 -0.013 -0.014 0.001 0.34
H 4.590895 -0.656950 2.598126 -0.028 -0.011 -0.012 0.24
H 4.081569 0.804119 3.426215 0.021 -0.001 0.011 0.27
H 2.140567 -1.343788 3.652056 -0.015 0.024 0.027 0.30
H 3.916543 2.628232 0.689060 -0.001 -0.008 -0.004 0.38
H 3.442337 3.976264 -0.363576 -0.007 0.003 0.004 0.43
H 4.075343 2.483929 -1.065098 0.006 0.012 0.000 0.34
H 2.394207 4.174287 -2.347861 0.002 -0.007 0.001 0.43
H 0.747837 4.659743 -4.134873 0.001 0.000 0.000 0.44
H -1.416701 3.410885 -4.164025 -0.002 0.001 0.001 0.46
H -1.834507 1.725499 -2.373533 0.009 0.021 -0.009 0.50
C 2.728520 -2.502409 -1.216545 0.005 0.000 0.002 -1.03
C 1.301495 -2.915546 -1.034962 -0.009 0.017 -0.007 0.82
N 1.002015 -4.188099 -1.001343 0.001 -0.034 -0.026 -0.65
C -0.279499 -4.570806 -0.823675 -0.004 0.029 -0.012 -0.89
C -1.317480 -3.692955 -0.675647 0.010 -0.032 -0.011 0.72
C -2.719059 -4.212461 -0.488039 0.014 0.018 0.019 -1.06
O -3.329006 -3.744701 0.710767 -0.014 -0.008 -0.013 -0.51
C -1.024257 -2.302408 -0.683875 0.063 0.049 0.076 0.33
C -2.106291 -1.371408 -0.523371 -0.026 -0.005 -0.050 -0.29
N -2.006447 -0.101541 -0.292359 -0.073 -0.109 0.165 0.84
C -3.203122 0.672276 -0.208157 0.018 0.057 0.023 -0.19
C -4.351597 0.325204 -0.919328 -0.035 -0.008 -0.034 -0.02
C -5.523512 1.049794 -0.783919 0.007 0.020 0.016 -0.93
C -5.573518 2.154052 0.053157 0.027 -0.021 -0.004 -0.56
C -4.429549 2.550096 0.728120 -0.042 0.006 -0.020 -0.63
C -3.261878 1.822056 0.579382 0.077 0.032 -0.005 0.33
I -1.536708 2.534409 1.539660 -0.093 -0.140 -0.083 0.31
C 0.308215 -1.899928 -0.866261 -0.114 0.021 -0.088 0.06
O 0.717117 -0.657574 -0.938550 0.072 -0.070 0.078 -0.68
H 3.332194 -3.380548 -1.428566 0.001 -0.001 0.008 0.39
H 3.101402 -2.015578 -0.311467 -0.014 0.012 -0.008 0.10
H 2.826245 -1.778006 -2.025446 0.005 -0.012 -0.014 0.31
H -0.456827 -5.639639 -0.800707 0.007 -0.004 0.001 0.35
H -2.702589 -5.303672 -0.528663 -0.008 -0.001 0.010 0.38
H -3.371583 -3.877110 -1.297283 0.002 -0.002 -0.003 0.36
H -2.879925 -4.145416 1.462825 0.010 0.015 -0.008 0.34
H -3.104296 -1.790382 -0.579034 -0.005 0.005 -0.007 0.53
H -4.326396 -0.512020 -1.603945 0.003 0.001 0.007 0.50
H -6.398752 0.752683 -1.345046 0.001 -0.003 0.000 0.40
H -6.487429 2.720300 0.165297 0.000 0.002 -0.003 0.40
H -4.447263 3.427992 1.359668 0.000 0.002 -0.004 0.41
```
Forces are in eV/Å.